1.
89
Properties=species:S:1:pos:R:3 method="wB97M-V/def2-TZVPD" spin_multiplicity=2 lumo_ev="-0.8 / -1.0" fmax_ev_per_a=2.1 charge=0
Tc 0.13 1.03 -0.56
C -3.61 4.13 -1.43
C -2.65 3.06 -1.96
C -1.98 3.51 -3.26
C -3.35 1.72 -2.11
C -4.38 1.63 -3.04
C -5.12 0.48 -3.18
C -4.84 -0.60 -2.36
C -3.81 -0.57 -1.42
C -3.61 -1.89 -0.67
C -3.39 -1.88 0.84
C -2.54 -2.72 -1.36
C -3.03 0.61 -1.31
N -1.95 0.73 -0.36
C -2.35 0.91 0.93
O -3.46 1.16 1.36
C -1.21 0.68 1.92
C -1.34 0.53 3.28
C -0.20 0.24 4.02
C 1.03 0.08 3.38
C 1.08 0.26 2.02
N -0.02 0.56 1.35
C 2.31 0.10 1.13
O 3.33 -0.34 1.62
N 2.07 0.44 -0.18
C 3.14 0.11 -1.10
C 3.01 -1.00 -1.95
C 4.06 -1.35 -2.79
C 5.24 -0.62 -2.81
C 5.35 0.49 -1.99
C 4.31 0.88 -1.15
C 4.52 2.14 -0.32
C 4.85 3.33 -1.24
C 5.61 1.97 0.73
C 1.74 -1.83 -2.05
C 1.26 -2.43 -0.72
C 0.67 -1.07 -2.85
H -3.07 5.03 -1.11
H -4.19 3.76 -0.59
H -4.32 4.45 -2.21
H -1.86 2.95 -1.22
H -2.71 3.75 -4.03
H -1.34 2.71 -3.66
H -1.36 4.39 -3.09
H -4.61 2.50 -3.65
H -5.93 0.42 -3.90
H -5.43 -1.50 -2.45
H -4.56 -2.42 -0.82
H -2.34 -1.67 1.09
H -3.61 -2.87 1.24
H -4.02 -1.15 1.35
H -1.58 -2.22 -1.24
H -2.74 -2.84 -2.42
H -2.46 -3.72 -0.91
H -2.32 0.65 3.73
H -0.27 0.11 5.09
H 1.94 -0.17 3.91
H 3.94 -2.21 -3.44
H 6.06 -0.92 -3.45
H 6.27 1.06 -2.01
H 3.58 2.35 0.19
H 5.71 3.11 -1.86
H 5.09 4.21 -0.65
H 4.01 3.57 -1.90
H 6.59 1.86 0.25
H 5.43 1.09 1.35
H 5.66 2.85 1.38
H 2.01 -2.68 -2.68
H 0.61 -1.77 -0.15
H 2.12 -2.67 -0.08
H 0.70 -3.35 -0.90
H 0.39 -0.11 -2.39
H -0.24 -1.65 -2.99
H 1.07 -0.79 -3.83
C -0.24 5.17 1.93
Ge 0.64 4.65 0.27
C -0.02 5.78 -1.17
C 2.53 5.01 0.49
C -0.05 2.84 -0.04
H -0.10 6.25 2.09
H 0.18 4.64 2.79
H -1.31 4.97 1.89
H 0.16 6.82 -0.91
H -1.09 5.63 -1.34
H 0.51 5.55 -2.10
H 2.61 5.95 1.04
H 3.02 5.12 -0.47
H 3.05 4.23 1.07
H -1.02 2.92 0.48

2.
71
Properties=species:S:1:pos:R:3 method="wB97M-V/def2-TZVPD" de_lowest_kj_mol=130.05 spin_multiplicity=1 smiles="CCCCOc1ccc(N(CC(=O)NC2CCCCC2)C(=O)CCC(=O)Nc2ccccn2)cc1" lumo_ev=0.8 fmax_ev_per_a=0.7 charge=0
C -5.81 -1.04 2.20
C -5.25 -1.39 0.83
C -6.12 -0.83 -0.29
C -5.61 -1.14 -1.70
O -4.50 -0.33 -2.06
C -3.23 -0.68 -1.74
C -2.30 0.36 -1.84
C -0.97 0.14 -1.55
C -0.53 -1.12 -1.15
N 0.83 -1.33 -0.84
C 1.85 -0.72 -1.67
C 2.59 0.31 -0.81
O 1.99 1.04 -0.04
N 3.92 0.35 -0.99
C 4.79 1.16 -0.15
C 5.13 0.43 1.16
C 6.02 -0.77 0.91
C 7.30 -0.36 0.18
C 6.96 0.32 -1.14
C 6.06 1.53 -0.92
C 1.33 -1.91 0.29
O 2.53 -2.10 0.39
C 0.41 -2.16 1.46
C 0.26 -0.82 2.22
C -0.97 -0.07 1.74
O -2.09 -0.54 1.85
N -0.71 1.16 1.22
C -1.63 2.08 0.74
C -3.00 2.01 1.00
C -3.82 2.99 0.45
C -3.25 4.00 -0.31
C -1.88 3.99 -0.48
N -1.09 3.06 0.03
C -1.45 -2.16 -1.11
C -2.78 -1.94 -1.39
H -6.80 -1.47 2.34
H -5.16 -1.42 2.98
H -5.89 0.04 2.32
H -4.23 -1.00 0.76
H -5.20 -2.48 0.74
H -6.18 0.26 -0.19
H -7.13 -1.23 -0.20
H -5.38 -2.21 -1.80
H -6.38 -0.88 -2.43
H -2.64 1.33 -2.14
H -0.28 0.97 -1.59
H 2.54 -1.49 -2.03
H 1.37 -0.23 -2.52
H 4.36 -0.40 -1.50
H 4.21 2.06 0.08
H 5.63 1.14 1.82
H 4.20 0.11 1.63
H 5.48 -1.52 0.33
H 6.28 -1.23 1.87
H 7.93 -1.23 0.01
H 7.86 0.34 0.81
H 6.48 -0.40 -1.80
H 7.88 0.65 -1.63
H 6.60 2.28 -0.34
H 5.78 1.98 -1.88
H 0.90 -2.89 2.10
H -0.58 -2.52 1.18
H 0.10 -1.03 3.28
H 1.16 -0.22 2.11
H 0.25 1.38 0.95
H -3.41 1.21 1.59
H -4.88 2.96 0.62
H -3.86 4.78 -0.75
H -1.38 4.76 -1.05
H -1.11 -3.16 -0.87
H -3.46 -2.78 -1.32

3.
12
Properties=species:S:1:pos:R:3 method="wB97M-V/def2-TZVPD" de_lowest_kj_mol=415.50 spin_multiplicity=1 lumo_ev=0.5 fmax_ev_per_a=2.6 charge=0
C -0.28 -0.17 -0.28
C -1.17 -1.27 -0.82
N 1.66 0.55 0.67
N 1.15 -0.19 -0.36
O 0.31 0.55 -1.32
O -0.76 0.64 0.66
O 0.47 1.77 2.56
S 0.47 1.72 1.15
H -1.60 -1.02 -1.78
H -1.96 -1.38 -0.08
H -0.81 -2.24 -1.02
H 2.53 1.05 0.61

4.
37
Properties=species:S:1:pos:R:3 method="wB97M-V/def2-TZVPD" spin_multiplicity=1 lumo_ev=3.8 fmax_ev_per_a=0.1 charge=-2
Al -1.04 -0.74 -0.87
S -5.54 -0.40 -0.19
Sb -4.02 -1.92 -0.98
S -2.57 -0.92 -2.59
S -2.17 -2.12 0.56
S -4.80 -3.96 -1.61
Cl 2.70 -1.47 -3.92
C 2.81 -1.44 -2.19
C 4.08 -1.56 -1.60
C 4.24 -1.54 -0.24
Cl 5.84 -1.70 0.45
C 3.12 -1.40 0.61
C 3.13 -1.36 2.02
C 1.95 -1.22 2.70
C 0.74 -1.10 1.99
N 0.72 -1.13 0.68
C 1.86 -1.27 0.00
C 1.66 -1.29 -1.43
O 0.47 -1.19 -1.90
H 4.94 -1.67 -2.24
H 4.07 -1.46 2.55
H 1.94 -1.20 3.79
H -0.21 -0.99 2.49
C -0.51 3.14 0.31
C -1.51 2.02 0.01
C -2.48 2.48 -1.08
C -2.29 1.68 1.28
O -0.76 0.92 -0.42
H -1.01 4.05 0.66
H 0.06 3.38 -0.60
H 0.20 2.81 1.07
H -2.99 3.40 -0.79
H -3.23 1.71 -1.28
H -1.93 2.66 -2.01
H -2.83 2.56 1.65
H -1.61 1.34 2.06
H -3.02 0.90 1.08

5.
16
Properties=species:S:1:pos:R:3 method="wB97M-V/def2-TZVPD" de_lowest_kj_mol=198.25 spin_multiplicity=1 smiles="C=C/C=C/C.O" lumo_ev=0.9 fmax_ev_per_a=2.5 charge=0
C 1.51 -1.49 0.33
C 1.38 -0.30 -0.25
C 0.26 0.24 -1.03
C -0.91 0.49 -0.44
C -2.19 0.86 -1.18
H 2.44 -1.93 0.62
H 0.58 -2.07 0.45
H 2.33 0.15 -0.55
H 0.64 0.61 -1.97
H -0.97 0.25 0.63
H -2.76 -0.07 -1.39
H -1.99 1.34 -2.13
H -2.80 1.61 -0.67
O 0.55 -0.20 2.47
H 0.90 0.19 3.29
H 1.04 0.33 1.82

6.
96
Properties=species:S:1:pos:R:3 method="wB97M-V/def2-TZVPD" de_lowest_kj_mol=209.79 spin_multiplicity=2 lumo_ev="-1.5 / -2.1" fmax_ev_per_a=2.7 charge=0
Re -0.74 0.24 0.13
C -0.69 0.43 3.88
C 0.11 1.40 3.09
C 0.54 2.68 3.47
C 1.21 3.20 2.37
C 1.87 4.53 2.22
N 1.19 2.27 1.41
N 0.52 1.16 1.84
B 1.96 2.23 0.08
N 1.03 2.17 -1.18
N 0.22 1.11 -1.42
C 0.01 0.99 -2.75
C -0.85 -0.07 -3.35
C 0.70 2.02 -3.37
C 1.32 2.75 -2.36
C 2.12 4.00 -2.48
N 2.78 0.94 0.19
N 2.16 -0.26 0.48
C 3.15 -1.09 0.81
C 2.98 -2.49 1.28
C 4.40 -0.45 0.66
C 4.11 0.83 0.29
C 5.05 1.98 0.05
H -0.76 0.76 4.91
H -1.71 0.35 3.49
H -0.23 -0.57 3.86
H 0.36 3.16 4.42
H 1.56 5.18 3.04
H 2.96 4.43 2.23
H 1.58 5.00 1.28
H 2.68 3.18 -0.04
H -1.12 -0.82 -2.62
H -1.76 0.37 -3.76
H -0.31 -0.55 -4.17
H 0.73 2.24 -4.43
H 1.95 4.45 -3.46
H 1.81 4.72 -1.72
H 3.19 3.81 -2.36
H 2.00 -2.65 1.70
H 3.12 -3.19 0.47
H 3.73 -2.71 2.05
H 5.37 -0.88 0.84
H 6.07 1.63 0.15
H 4.91 2.40 -0.95
H 4.88 2.78 0.78
N -1.32 2.10 0.51
C -1.34 3.23 0.70
C -1.29 4.60 0.80
C -1.52 5.29 2.04
N -1.68 5.87 3.02
C -0.88 5.34 -0.36
N -0.52 5.93 -1.29
C 1.95 -5.41 -2.52
C 0.56 -4.80 -2.63
O 0.49 -3.67 -1.73
P -0.84 -3.13 -1.03
O -0.44 -1.68 -0.68
Te -2.65 -3.63 -2.46
O -0.91 -3.86 0.39
C -1.30 -5.24 0.57
C -0.10 -6.05 1.01
H 2.02 -6.29 -3.15
H 2.15 -5.70 -1.48
H 2.71 -4.69 -2.82
H -0.21 -5.53 -2.40
H 0.39 -4.44 -3.65
H -1.73 -5.63 -0.34
H -2.07 -5.25 1.34
H 0.69 -6.00 0.25
H -0.39 -7.10 1.15
H 0.31 -5.67 1.95
C -4.72 2.04 0.40
Si -3.79 1.24 -1.00
C -2.86 2.52 -2.00
C -5.00 0.40 -2.16
N -2.68 0.05 -0.24
C -3.19 -0.88 0.70
C -4.45 -1.46 0.66
C -4.88 -2.26 1.71
C -4.06 -2.52 2.80
C -2.79 -1.99 2.82
C -2.37 -1.19 1.78
H -5.40 2.82 0.04
H -4.03 2.51 1.12
H -5.32 1.31 0.95
H -3.22 2.53 -3.04
H -1.79 2.35 -2.03
H -3.02 3.52 -1.59
H -5.19 1.05 -3.02
H -5.96 0.21 -1.67
H -4.61 -0.56 -2.54
H -5.11 -1.26 -0.17
H -5.87 -2.69 1.66
H -4.42 -3.13 3.63
H -2.13 -2.18 3.66
H -1.35 -0.75 1.85

7.
120
Properties=species:S:1:pos:R:3 method="wB97M-V/def2-TZVPD" de_lowest_kj_mol=748.45 spin_multiplicity=1 lumo_ev=-0.5 fmax_ev_per_a=4.6 charge=0
H -2.60 3.35 3.20
H -1.51 3.60 4.31
O -1.90 3.97 3.47
H -2.63 0.63 3.92
H -1.25 0.00 3.09
O -1.78 0.68 3.51
H -3.14 -2.01 5.61
H -2.60 -2.76 4.29
O -3.36 -2.54 4.84
H 0.71 5.78 0.47
H -0.89 6.01 0.46
O -0.11 5.85 -0.06
H -3.12 -4.90 -2.64
H -4.46 -4.01 -3.03
O -3.59 -4.05 -2.66
H 0.55 -1.86 -1.60
O -0.23 -1.32 -1.39
H 2.98 -1.32 -0.20
O 3.11 -2.26 -0.06
H -2.29 4.73 -1.90
H -3.54 5.76 -2.00
O -2.81 5.31 -2.44
H 0.00 -2.58 4.55
H 1.54 -2.40 4.48
O 0.71 -2.30 3.92
H 0.58 0.41 -1.26
H 0.57 0.73 0.29
O 0.37 1.08 -0.57
H 4.27 1.49 2.28
H 4.33 2.60 3.35
O 4.01 1.70 3.20
H -0.68 1.75 -2.92
O -1.28 1.11 -3.31
H -4.74 2.50 -1.01
H -3.93 1.29 -0.69
O -4.64 1.62 -1.36
H 3.63 -3.32 4.11
H 3.53 -2.33 5.12
O 3.05 -3.16 4.87
H 2.90 1.20 -3.34
H 2.76 1.69 -4.82
O 2.92 0.89 -4.31
H 1.95 -2.27 -3.25
H 2.56 -1.11 -2.48
O 2.35 -2.03 -2.29
H 0.14 3.16 -4.43
H 0.55 3.96 -5.64
O 0.91 3.40 -4.95
H 2.02 2.39 -0.92
H 1.21 2.73 -2.04
O 2.16 2.38 -1.93
H -1.13 -6.29 -2.43
O -1.42 -5.60 -3.06
H -3.26 3.51 1.01
H -2.19 2.40 0.74
O -2.77 3.05 0.32
H 0.71 -0.98 2.54
O 0.06 -0.62 1.90
H 0.44 -1.79 -4.46
H 1.39 -2.72 -5.13
O 0.88 -2.65 -4.32
H 0.31 -4.10 0.35
H 1.35 -4.73 -0.69
O 0.74 -4.01 -0.50
H -2.97 -3.79 1.90
H -2.19 -2.45 1.36
O -2.15 -3.34 1.73
H 4.54 0.54 -1.61
H 3.09 1.01 -2.09
O 3.69 0.27 -1.93
H -1.46 0.72 -0.92
H -1.81 -0.26 0.32
O -2.17 0.25 -0.39
H -4.00 0.20 1.78
H -4.42 1.36 1.04
O -4.38 1.08 1.95
H -0.75 3.56 -1.75
H -0.43 4.24 -3.04
O -0.93 3.45 -2.69
H -2.27 -1.95 -2.88
H -2.07 -0.73 -3.74
O -1.80 -1.68 -3.67
H 0.53 1.26 1.76
H 1.90 1.54 2.61
O 1.03 1.85 2.35
H 3.96 -3.75 1.40
H 2.99 -2.77 1.77
O 3.23 -3.66 2.06
H -5.05 -0.46 -2.96
O -5.36 -1.33 -2.63
H 3.63 0.75 0.15
H 3.48 2.28 0.55
O 4.13 1.58 0.38
H -1.02 -4.80 -2.69
H -0.90 -1.50 -2.04
H 0.13 -1.21 1.14
H 2.48 -2.77 -0.71
H -2.10 1.62 -3.57
H -5.32 -1.90 -3.44
O 3.36 -0.54 4.54
H 2.92 0.32 4.40
H 4.27 -0.21 4.54
O 1.10 1.81 5.00
H 1.30 1.79 4.03
H 0.14 1.77 4.97
O -3.48 2.43 -3.67
H -3.12 3.25 -3.33
H -4.01 1.98 -2.99
O 5.73 -1.82 1.62
H 5.23 -1.69 2.43
H 6.20 -1.01 1.42
O 1.14 5.26 2.72
H 1.85 5.40 3.36
H 0.38 5.33 3.30
O -4.64 -2.18 0.98
H -5.56 -2.38 1.14
H -4.46 -2.05 0.03
O 4.09 -4.56 -1.32
H 3.73 -4.05 -2.05
H 4.48 -3.84 -0.78

8.
56
Properties=species:S:1:pos:R:3 method="wB97M-V/def2-TZVPD" spin_multiplicity=1 lumo_ev=-2.9 fmax_ev_per_a=1.0 charge=+1
Ga -0.61 0.31 -0.88
O 1.13 0.70 -1.23
C 1.85 0.82 -2.34
C 3.22 1.05 -2.22
C 4.01 1.22 -3.33
C 3.46 1.18 -4.61
C 2.12 0.95 -4.76
C 1.29 0.75 -3.63
C -0.07 0.41 -3.86
N -0.93 0.14 -2.94
C -2.26 -0.33 -3.31
C -2.63 -1.40 -2.29
N -2.43 -0.75 -1.01
C -3.37 -0.60 -0.17
C -3.31 0.32 0.93
C -4.21 0.19 2.00
C -4.23 1.10 3.03
C -3.38 2.21 2.97
C -2.52 2.39 1.90
C -2.44 1.44 0.87
O -1.59 1.66 -0.13
H 3.65 1.07 -1.23
H 5.07 1.40 -3.21
H 4.09 1.32 -5.48
H 1.68 0.89 -5.75
H -0.39 0.34 -4.90
H -2.28 -0.73 -4.33
H -2.97 0.49 -3.24
H -1.94 -2.25 -2.38
H -3.65 -1.75 -2.42
H -4.30 -1.16 -0.31
H -4.88 -0.66 2.01
H -4.91 0.98 3.86
H -3.39 2.94 3.77
H -1.87 3.25 1.84
C 2.27 -2.56 1.77
C 0.97 -2.96 1.09
S -0.40 -1.75 0.95
C -0.53 -1.15 2.68
C 0.43 -0.08 3.22
S 0.94 1.19 2.03
C 2.75 1.24 2.17
C 3.51 -0.07 2.25
S 3.18 -1.25 0.90
H 2.91 -3.44 1.79
H 2.10 -2.26 2.80
H 0.53 -3.80 1.63
H 1.15 -3.27 0.06
H -0.45 -2.05 3.30
H -1.56 -0.80 2.73
H 1.33 -0.53 3.62
H -0.08 0.43 4.04
H 3.00 1.85 3.04
H 3.03 1.80 1.27
H 3.32 -0.59 3.19
H 4.58 0.15 2.21